(1)
Formula: C21H46NO13P
Source: the Open Molecules 2025 dataset
Level of theory: the ωB97M-V functional and the def2-TZVPD basis

```
! RIJCOSX wB97M-V def2-TZVPD def2/J DEFGRID3
* xyz -2 1
N 31.63 4.52 56.61
H 32.66 4.21 56.39
H 30.97 4.59 55.88
H 31.52 5.38 57.03
H 31.32 3.81 57.22
P 33.08 4.43 59.41
O 33.73 5.37 58.60
O 31.50 4.65 59.44
O 33.55 4.30 60.81
O 33.16 3.23 58.55
O 33.30 3.91 53.96
C 34.50 4.37 54.05
O 35.25 4.82 53.10
C 34.64 4.93 51.82
C 35.60 5.77 50.94
C 35.14 4.44 55.40
H 33.60 5.44 51.86
H 34.86 3.89 51.64
H 36.61 5.42 50.70
H 35.74 6.71 51.31
H 35.22 5.72 49.88
H 36.24 4.29 55.06
H 35.05 3.51 56.15
H 34.96 5.36 55.99
O 29.35 6.58 55.81
C 28.44 6.65 56.70
O 27.50 7.49 56.90
C 27.26 8.54 55.93
C 26.16 8.11 54.88
C 28.43 5.54 57.82
H 28.25 8.77 55.41
H 26.91 9.34 56.52
H 25.22 7.62 55.39
H 26.47 7.37 54.29
H 25.83 8.84 54.42
H 28.58 4.66 57.36
H 27.64 5.49 58.54
H 29.41 5.74 58.44
O 29.12 1.80 56.63
C 28.95 1.85 57.86
O 27.81 1.53 58.46
C 26.56 1.35 57.70
C 25.44 0.62 58.47
C 30.09 1.82 58.81
H 26.70 1.00 56.69
H 26.16 2.31 57.45
H 24.38 0.90 57.91
H 25.22 1.16 59.34
H 25.61 -0.51 58.73
H 31.05 1.81 58.32
H 30.03 1.02 59.52
H 29.90 2.49 59.68
C 34.50 -0.29 57.30
C 33.63 -0.33 56.13
O 33.34 -1.41 55.37
C 32.77 0.96 55.95
H 34.58 -1.27 57.74
H 34.16 0.44 57.99
H 35.53 -0.04 56.99
H 32.03 1.53 56.66
H 32.18 0.60 55.04
H 33.57 1.70 55.86
C 29.97 4.88 52.56
C 29.10 3.65 52.09
O 28.62 3.50 50.90
C 29.05 2.74 53.27
H 30.98 4.39 52.67
H 29.67 5.45 53.52
H 29.93 5.68 51.81
H 30.06 2.22 53.10
H 28.50 1.81 53.05
H 28.81 3.17 54.08
C 32.01 8.69 58.36
C 30.79 9.34 57.73
O 30.91 9.66 56.54
C 29.51 9.53 58.42
H 32.82 9.24 58.30
H 32.17 7.73 57.75
H 31.71 8.35 59.48
H 29.10 8.59 58.79
H 28.69 9.79 57.80
H 29.57 10.12 59.30
*
```

Results
Strongest force on any atom ... 11.4 eV/Å
Energy above the lowest of the compared OMol25 structures with the same formula, charge and spin ... 0.000 eV
HOMO ... 0.046 hartree
M ... 551.57 g mol⁻¹
Frontier orbital gap ... 2.55 eV

(2)
Formula: C21H47BBrN7O5P2
Source: the Open Molecules 2025 dataset
Level of theory: the ωB97M-V functional and the def2-TZVPD basis

```
! RIJCOSX wB97M-V def2-TZVPD def2/J DEFGRID3
* xyz 0 1
C 3.94 -4.73 -0.33
C 2.76 -5.17 0.56
N 1.96 -4.08 1.13
C 1.39 -3.18 0.24
C 0.32 -3.43 -0.53
B -0.51 -4.78 -0.46
C -1.94 -4.76 0.19
O 0.00 -5.93 -0.98
C -0.18 -2.41 -1.47
O -1.21 -2.60 -2.08
C 0.61 -1.18 -1.68
C 1.68 -0.90 -0.93
Br 2.73 0.62 -1.18
C 2.08 -1.84 0.16
O 2.92 -1.54 0.95
H 4.87 -4.60 0.22
H 4.12 -5.51 -1.07
H 3.75 -3.82 -0.90
H 3.19 -5.71 1.40
H 2.16 -5.88 0.01
H 2.45 -3.61 1.88
H -1.86 -4.82 1.28
H -2.41 -3.80 -0.05
H -2.60 -5.54 -0.21
H -0.70 -6.54 -1.26
H 0.31 -0.52 -2.48
O 7.39 4.95 2.15
P 6.06 4.33 2.38
N 5.27 4.65 0.89
C 3.85 4.83 0.69
C 5.93 4.13 -0.30
N 5.48 5.33 3.69
C 4.44 6.32 3.48
C 6.56 5.93 4.47
N 5.16 3.01 2.89
C 5.37 1.77 2.14
C 4.04 2.98 3.80
H 3.28 3.88 0.68
H 3.68 5.31 -0.27
H 3.40 5.48 1.43
H 5.79 3.05 -0.41
H 7.00 4.33 -0.26
H 5.55 4.62 -1.20
H 4.69 7.04 2.68
H 4.28 6.88 4.40
H 3.48 5.86 3.26
H 6.98 6.82 3.99
H 7.36 5.22 4.65
H 6.16 6.23 5.45
H 4.62 1.65 1.34
H 5.31 0.90 2.79
H 6.36 1.75 1.68
H 3.12 3.36 3.33
H 4.24 3.54 4.71
H 3.85 1.95 4.11
O -5.04 -2.12 -0.34
P -5.75 -1.67 -1.58
N -4.80 -0.32 -2.04
C -5.26 0.84 -2.77
C -3.39 -0.61 -2.28
N -7.29 -1.22 -0.89
C -7.67 0.17 -0.75
C -7.59 -1.92 0.36
N -6.43 -2.06 -3.06
C -5.53 -2.64 -4.05
C -7.74 -1.69 -3.57
H -5.38 0.67 -3.85
H -4.53 1.65 -2.65
H -6.19 1.24 -2.38
H -3.23 -1.12 -3.24
H -3.00 -1.24 -1.49
H -2.80 0.31 -2.28
H -6.94 0.76 -0.17
H -8.63 0.23 -0.23
H -7.84 0.65 -1.71
H -7.08 -1.49 1.22
H -7.31 -2.97 0.30
H -8.67 -1.88 0.53
H -5.14 -1.87 -4.73
H -6.05 -3.39 -4.65
H -4.69 -3.13 -3.57
H -7.76 -0.64 -3.89
H -8.53 -1.86 -2.84
H -7.98 -2.30 -4.44
*
```

Results
Strongest force on any atom ... 5.4 eV/Å
Structure (SMILES) ... CCNC1=C(B(C)O)C(=O)C=C(Br)C1=O.CN(C)P(=O)(N(C)C)N(C)C.CN(C)P(=O)(N(C)C)N(C)C
HOMO ... -0.300 hartree
M ... 630.32 g mol⁻¹
Frontier orbital gap ... 6.63 eV

(3)
Formula: C21H47Br14FN2Si
Source: the Open Molecules 2025 dataset
Level of theory: the ωB97M-V functional and the def2-TZVPD basis

```
! RIJCOSX wB97M-V def2-TZVPD def2/J DEFGRID3
* xyz 0 1
C 2.72 3.85 3.70
Si 1.28 2.87 3.02
F 0.77 1.91 4.21
C 1.90 1.72 1.66
C 2.37 0.34 2.17
N 1.39 -0.68 1.79
C -0.10 3.93 2.31
C -1.53 3.55 2.75
C -1.88 2.06 2.60
C -2.13 1.34 3.93
N -1.91 -0.12 3.85
H 2.45 4.84 4.06
H 3.13 3.32 4.56
H 3.54 3.92 2.98
H 2.72 2.24 1.17
H 1.10 1.60 0.93
H 2.51 0.36 3.25
H 3.33 0.17 1.70
H 1.60 -1.08 0.88
H 1.31 -1.42 2.48
H 0.03 4.99 2.52
H -0.06 3.83 1.23
H -1.73 3.90 3.76
H -2.21 4.12 2.11
H -1.16 1.51 1.99
H -2.82 2.00 2.05
H -3.18 1.46 4.20
H -1.53 1.77 4.72
H -2.35 -0.43 2.99
H -0.91 -0.26 3.72
Br -3.61 5.46 6.06
C -5.27 4.77 5.31
C -5.04 4.07 4.00
Br -4.73 5.33 2.55
H -5.95 5.62 5.22
H -5.65 4.07 6.05
H -5.93 3.51 3.71
H -4.18 3.41 4.03
Br -2.60 -0.36 0.00
C -2.80 -2.26 -0.42
C -3.18 -3.06 0.79
Br -1.65 -3.34 1.97
H -1.87 -2.57 -0.87
H -3.59 -2.30 -1.17
H -3.50 -4.06 0.50
H -3.95 -2.59 1.39
Br -1.49 -3.02 -3.51
C -0.67 -1.55 -4.50
C 0.83 -1.57 -4.31
Br 1.30 -0.91 -2.54
H -1.12 -0.64 -4.14
H -0.94 -1.71 -5.54
H 1.31 -0.90 -5.02
H 1.25 -2.56 -4.41
Br -7.98 2.98 -2.14
C -6.13 2.40 -2.34
C -5.66 1.61 -1.15
Br -5.29 2.77 0.37
H -5.54 3.29 -2.51
H -6.12 1.78 -3.23
H -4.72 1.11 -1.37
H -6.39 0.88 -0.82
Br 0.34 -5.76 -6.14
C -0.53 -6.96 -4.88
C -1.69 -7.69 -5.51
Br -3.24 -6.52 -5.71
H -0.82 -6.35 -4.03
H 0.24 -7.66 -4.57
H -2.02 -8.50 -4.87
H -1.45 -8.07 -6.49
Br 4.41 -0.45 -0.81
C 6.34 -0.58 -0.59
C 6.73 -0.58 0.86
Br 6.59 1.20 1.64
H 6.78 0.25 -1.14
H 6.62 -1.52 -1.06
H 7.77 -0.87 0.97
H 6.10 -1.23 1.46
Br 5.59 -3.10 -3.91
C 6.82 -1.66 -4.38
C 8.24 -2.14 -4.46
Br 9.02 -2.42 -2.70
H 6.68 -0.88 -3.64
H 6.48 -1.30 -5.35
H 8.87 -1.39 -4.94
H 8.34 -3.08 -4.99
*
```

Results
Strongest force on any atom ... 1.2 eV/Å
Structure (SMILES) ... C[Si@](F)(CCN)CCCCN.BrCCBr.BrCCBr.BrCCBr.BrCCBr.BrCCBr.BrCCBr.BrCCBr
Energy above the lowest of the compared OMol25 structures with the same formula, charge and spin ... 0.000 eV
HOMO ... -0.310 hartree
M ... 1493.36 g mol⁻¹
Frontier orbital gap ... 8.66 eV

(4)
Formula: C21H47Cl2NO7P
Source: the Open Molecules 2025 dataset
Level of theory: the ωB97M-V functional and the def2-TZVPD basis

```
! RIJCOSX wB97M-V def2-TZVPD def2/J DEFGRID3
* xyz 1 1
C -0.11 -1.23 4.03
C 0.46 -0.92 2.49
N -0.57 -0.28 1.61
P -0.34 1.42 1.25
O -0.72 1.60 -0.48
C -1.66 2.55 2.13
C -2.22 1.92 3.53
C -2.65 3.23 4.48
C -3.65 1.07 3.35
C 1.43 2.12 1.44
Cl 2.43 2.41 -0.13
C 2.12 2.45 2.73
C 3.65 3.01 2.90
Cl 1.16 2.21 4.35
H -1.27 -1.37 3.98
H 0.44 -2.24 4.36
H 0.22 -0.42 4.81
H 1.51 -0.41 2.54
H 0.66 -2.01 2.04
H -1.54 -0.50 1.99
H -1.36 0.84 -0.70
H -1.30 3.67 2.20
H -2.59 2.57 1.38
H -1.48 1.22 4.10
H -3.34 3.97 3.85
H -1.67 3.87 4.70
H -3.21 2.91 5.45
H -3.53 0.18 2.60
H -3.89 0.56 4.41
H -4.56 1.77 3.10
H 4.18 3.34 1.91
H 4.30 2.12 3.37
H 3.66 3.87 3.72
C 3.71 -0.28 -0.46
O 4.86 -1.10 -0.32
C 4.57 -2.49 -0.38
C 5.59 -3.24 -1.24
O 5.53 -2.97 -2.64
C 5.89 -1.65 -3.06
C 7.38 -1.30 -2.87
O 7.68 -1.13 -1.49
C 8.92 -1.71 -1.12
H 3.18 -0.22 0.49
H 4.04 0.73 -0.74
H 3.04 -0.64 -1.25
H 3.56 -2.68 -0.77
H 4.61 -2.87 0.65
H 5.39 -4.31 -1.14
H 6.61 -3.10 -0.86
H 5.24 -0.90 -2.62
H 5.69 -1.62 -4.14
H 7.59 -0.35 -3.36
H 7.99 -2.07 -3.33
H 9.06 -2.70 -1.56
H 8.94 -1.82 -0.03
H 9.74 -1.05 -1.43
C -7.90 -1.40 -1.73
O -7.09 -0.41 -2.35
C -6.72 0.64 -1.46
C -5.24 1.02 -1.64
O -4.31 0.03 -1.19
C -4.25 -1.19 -1.92
C -3.71 -1.07 -3.35
O -4.66 -0.40 -4.19
C -4.05 0.53 -5.07
H -8.94 -1.05 -1.68
H -7.86 -2.30 -2.35
H -7.54 -1.66 -0.74
H -6.90 0.37 -0.41
H -7.34 1.51 -1.71
H -5.05 1.90 -1.03
H -5.02 1.31 -2.67
H -5.21 -1.71 -1.89
H -3.55 -1.84 -1.37
H -3.56 -2.07 -3.77
H -2.75 -0.55 -3.34
H -3.30 1.14 -4.57
H -4.83 1.20 -5.44
H -3.61 0.00 -5.93
*
```

Results
Strongest force on any atom ... 4.2 eV/Å
Energy above the lowest of the compared OMol25 structures with the same formula, charge and spin ... 6.554 eV
HOMO ... -0.395 hartree
M ... 527.49 g mol⁻¹
Frontier orbital gap ... 6.76 eV

(5)
Formula: C21H47CuNO2SSi2
Source: the Open Molecules 2025 dataset
Level of theory: the ωB97M-V functional and the def2-TZVPD basis

```
! RIJCOSX wB97M-V def2-TZVPD def2/J DEFGRID3
* xyz 0 2
O -1.58 1.65 -2.18
O 0.10 1.91 -3.79
C -2.09 0.31 -1.98
C -3.58 0.29 -1.72
H -1.56 -0.16 -1.14
H -1.84 -0.24 -2.89
H -3.79 0.48 -0.66
H -3.97 -0.71 -1.94
H -4.12 1.01 -2.34
C -1.87 2.65 -1.15
C -1.89 4.05 -1.73
H -1.11 2.54 -0.37
H -2.85 2.40 -0.74
H -0.90 4.39 -2.04
H -2.23 4.72 -0.93
H -2.59 4.15 -2.56
C 1.45 2.17 -3.28
C 0.01 1.18 -5.08
C 1.40 3.15 -2.14
H 1.98 2.61 -4.14
H 1.92 1.22 -3.03
H 0.90 4.06 -2.49
H 2.41 3.45 -1.91
H 0.92 2.73 -1.24
C -0.87 1.93 -6.05
H -0.40 0.19 -4.86
H 1.03 1.08 -5.46
H -1.85 2.19 -5.64
H -0.97 1.29 -6.94
H -0.36 2.86 -6.35
H -0.77 1.84 -3.05
Cu 0.39 -0.78 1.84
C 1.68 -0.74 0.47
Si 2.10 -2.06 -0.80
H 2.53 -0.09 0.74
H 1.04 -0.06 -0.19
C 0.58 -2.69 -1.71
C 3.02 -3.32 0.24
C 3.05 -1.19 -2.18
C -0.81 -2.33 2.04
Si -0.25 -3.07 3.66
H -0.66 -2.97 1.15
H -1.87 -2.04 2.06
C 1.27 -4.14 3.42
C -1.73 -4.07 4.28
C 0.28 -1.83 4.97
H 3.89 -1.77 -2.59
H 3.46 -0.25 -1.79
H 2.41 -0.93 -3.04
H -0.19 -3.05 -1.01
H 0.80 -3.50 -2.41
H 0.12 -1.88 -2.30
H 2.37 -4.08 0.69
H 3.53 -2.81 1.07
H 3.78 -3.85 -0.35
H -2.30 -4.48 3.43
H -2.42 -3.44 4.87
H -1.42 -4.91 4.91
H -0.37 -0.95 4.99
H 1.30 -1.48 4.79
H 0.25 -2.29 5.97
H 1.31 -4.91 4.21
H 2.18 -3.54 3.48
H 1.26 -4.66 2.45
S 2.45 0.43 3.34
C 1.07 1.36 3.50
C 0.96 2.48 4.36
C -0.29 3.01 4.65
C -1.41 2.49 3.99
C -1.24 1.46 3.06
N -0.03 0.92 2.81
H 1.88 2.89 4.77
H -0.40 3.82 5.36
H -2.41 2.89 4.16
H -2.08 1.03 2.49
*
```

Results
Expectation value of S² ... 0.756
Strongest force on any atom ... 3.0 eV/Å
HOMO (spin up / spin down) ... -0.216 / -0.222 hartree
M ... 497.40 g mol⁻¹
Frontier orbital gap (spin up / spin down) ... 5.63 / 5.81 eV

(6)
Formula: C21H48ClN7O11
Source: the Open Molecules 2025 dataset
Level of theory: the ωB97M-V functional and the def2-TZVPD basis

```
! RIJCOSX wB97M-V def2-TZVPD def2/J DEFGRID3
* xyz -1 2
Cl -33.07 -9.11 -17.48
O -32.02 -9.92 -18.10
O -34.31 -9.28 -18.20
O -33.48 -9.52 -16.13
O -32.66 -7.73 -17.52
C -31.31 -13.53 -16.97
C -32.49 -14.12 -16.09
C -32.84 -12.99 -15.02
C -34.02 -13.27 -14.15
C -35.24 -13.31 -15.12
C -35.13 -14.35 -16.28
N -33.78 -14.33 -16.88
O -33.68 -15.23 -17.98
C -35.52 -15.68 -15.67
C -36.12 -13.93 -17.45
C -32.03 -15.34 -15.22
H -30.26 -13.70 -16.71
H -31.51 -12.47 -17.04
H -31.42 -13.99 -17.95
H -32.01 -12.89 -14.33
H -32.92 -12.05 -15.55
H -34.19 -12.34 -13.61
H -33.93 -14.11 -13.46
H -35.63 -12.33 -15.41
H -36.00 -13.54 -14.37
H -35.04 -16.55 -16.13
H -35.15 -15.97 -14.69
H -36.60 -15.76 -15.56
H -37.02 -13.64 -16.92
H -35.75 -13.07 -18.00
H -36.23 -14.75 -18.15
H -31.17 -15.11 -14.59
H -31.80 -16.22 -15.82
H -32.80 -15.69 -14.54
O -35.48 -11.35 -21.35
C -34.90 -12.27 -20.78
N -34.24 -12.00 -19.71
C -34.83 -13.74 -21.31
H -33.75 -12.71 -19.19
H -34.48 -11.14 -19.23
H -35.37 -14.36 -20.59
H -33.80 -14.09 -21.34
H -35.42 -13.90 -22.22
O -26.88 -9.50 -18.28
C -27.95 -9.91 -18.37
N -28.34 -10.89 -17.70
C -28.91 -9.25 -19.37
H -27.63 -11.34 -17.13
H -29.33 -10.84 -17.52
H -28.43 -8.84 -20.26
H -29.58 -8.42 -19.14
H -29.66 -10.00 -19.65
O -38.40 -6.63 -19.51
C -37.45 -6.18 -20.12
N -36.33 -6.91 -19.98
C -37.52 -4.98 -20.96
H -36.38 -7.73 -19.39
H -35.57 -6.70 -20.61
H -37.64 -5.03 -22.04
H -36.55 -4.51 -20.78
H -38.23 -4.28 -20.53
O -29.79 -8.06 -12.70
C -30.10 -8.25 -13.89
N -31.27 -7.79 -14.30
C -29.32 -9.18 -14.75
H -31.69 -8.00 -15.20
H -31.88 -7.29 -13.67
H -29.65 -9.01 -15.78
H -29.58 -10.20 -14.47
H -28.29 -8.90 -14.56
O -32.38 -8.33 -23.73
C -32.95 -8.99 -22.88
N -34.15 -9.45 -23.12
C -32.35 -9.43 -21.63
H -34.66 -10.09 -22.53
H -34.48 -9.24 -24.05
H -32.47 -10.51 -21.49
H -32.59 -8.88 -20.72
H -31.26 -9.41 -21.66
O -34.04 -5.25 -21.18
C -32.94 -5.18 -20.82
N -31.87 -5.55 -21.56
C -32.66 -4.54 -19.50
H -30.94 -5.28 -21.27
H -32.11 -5.88 -22.49
H -32.60 -5.26 -18.68
H -33.34 -3.76 -19.15
H -31.70 -4.05 -19.60
*
```

Results
Expectation value of S² ... 0.755
Strongest force on any atom ... 7.7 eV/Å
Energy above the lowest of the compared OMol25 structures with the same formula, charge and spin ... 0.000 eV
HOMO (spin up / spin down) ... -0.249 / -0.249 hartree
M ... 610.11 g mol⁻¹
Frontier orbital gap (spin up / spin down) ... 8.96 / 8.10 eV